# 1
The following is a quantum chemistry calculation of a structure of composition C26H24Cl3MnN4O5 in a non-equilibrium geometry, from the Open Molecules 2025 dataset.

Atoms and positions in Å:
Mn -0.2699 0.6579 -0.1307
O 1.7465 -0.4924 -2.4008
C 2.4188 -1.2302 -0.2399
C 3.5903 -1.8152 0.4898
C 4.7111 -1.1535 0.8292
C 5.0568 0.2308 0.5952
C 4.1789 1.2055 0.1826
C 2.8017 1.1673 0.0067
C 2.0805 2.2497 -0.4898
N 0.8020 2.2336 -0.6801
C 0.1193 3.4735 -1.0418
C -1.3554 3.1505 -1.1361
N -1.6195 2.2764 -0.0151
C -2.6241 2.3962 0.7374
C -2.7636 1.6272 1.9682
C -3.9822 1.6871 2.6574
C -4.1766 1.0495 3.8624
C -3.0840 0.3414 4.4037
C -1.8676 0.2847 3.7629
C -1.6399 0.9220 2.5040
O -0.4925 0.8486 1.9344
H 3.4904 -2.8647 0.7478
H 5.4799 -1.7532 1.3125
H 6.0884 0.5204 0.7503
H 4.6035 2.1816 -0.0443
H 2.6474 3.1666 -0.6662
H 0.4731 3.8851 -1.9921
H 0.2793 4.2317 -0.2689
H -1.5463 2.5891 -2.0452
H -1.9658 4.0573 -1.1358
H -3.3974 3.1437 0.5179
H -4.7951 2.2556 2.2077
H -5.1289 1.0973 4.3763
H -3.2020 -0.1694 5.3543
H -1.0306 -0.2592 4.1884
C 3.9850 -1.2682 -2.3782
C 2.6591 -0.9445 -1.7658
O 2.0082 0.0762 0.3594
N 1.2886 -2.0933 -0.2035
C 0.6045 -2.1801 1.1013
C -0.8604 -2.3122 0.7981
C -1.5189 -3.5335 0.7918
C -2.8357 -3.5788 0.3700
C -3.4572 -2.4098 -0.0176
C -2.7290 -1.2331 0.0171
N -1.4553 -1.1811 0.4114
H 4.7432 -0.6187 -1.9256
H 3.9325 -1.1168 -3.4534
H 4.2685 -2.2946 -2.1331
H 0.6452 -1.8409 -0.9465
H 0.7462 -1.2742 1.6882
H 0.9605 -3.0371 1.6711
H -0.9894 -4.4279 1.1004
H -3.3673 -4.5241 0.3345
H -4.4805 -2.3991 -0.3692
H -3.1723 -0.2906 -0.2738
Cl -2.3996 0.3551 -5.0328
C -0.7888 0.1353 -4.2408
Cl 0.2180 -0.9089 -5.2759
Cl -0.0063 1.7243 -4.1308
C -1.1081 -0.5333 -2.8492
O -1.1636 -1.7512 -2.8624
O -1.3534 0.2683 -1.8875

## Properties
Total charge ... -1
2S+1 ... 2
Frontier orbital gap (spin up / spin down) ... 0.2279 / 0.2293 Ha
<S²> ... 1.102
ΔE to the lowest compared entry with this formula, charge and spin ... 288.4 kJ/mol

=====

# 2
The following is a quantum chemistry calculation of a structure of composition C26H24Cl4N2O7Rh, from the Open Molecules 2025 dataset.

Atoms and positions in Å:
Rh -0.1532 -0.8402 1.0217
C 1.0766 -4.0790 -2.2725
O 0.7810 -3.6489 -0.9695
C 0.9404 -4.6503 -0.0063
C 0.5522 -4.0754 1.3490
O -0.7096 -3.4410 1.3134
C -1.7965 -4.3137 1.1180
H 2.1159 -4.4246 -2.3560
H 0.9217 -3.2274 -2.9311
H 0.4154 -4.9016 -2.5798
H 1.9793 -5.0090 0.0307
H 0.2996 -5.5096 -0.2586
H 1.2569 -3.2978 1.6466
H 0.5580 -4.8834 2.0921
H -1.8244 -5.0790 1.9039
H -1.7618 -4.8122 0.1436
H -2.6944 -3.7016 1.1709
Cl -2.6756 -1.2923 7.5457
C -2.5357 -1.1768 5.8342
C -3.6903 -0.9061 5.0567
Cl -5.2020 -0.6504 5.8399
C -3.6034 -0.8424 3.6853
Cl -4.9953 -0.5182 2.7267
C -2.3722 -1.0443 2.9942
O -2.3096 -1.0569 1.7408
C -1.1593 -1.2842 3.8050
O -0.0535 -1.4704 3.2494
C -1.3174 -1.3507 5.2220
Cl 0.1015 -1.6489 6.1559
C -1.0319 5.7796 0.0978
C 0.0054 4.7468 -0.2543
C 1.1901 4.6963 0.4714
C 2.1635 3.7638 0.1628
C 1.9917 2.9066 -0.9066
C 0.8117 2.9445 -1.6444
N 0.6462 2.1777 -2.8095
C 1.4950 1.1779 -3.2532
C 1.9682 1.2246 -4.5687
C 2.8718 0.2883 -5.0381
C 3.3614 -0.6948 -4.1915
C 2.8592 -0.7828 -2.9019
C 1.8907 0.0993 -2.4404
C 1.1682 -0.2692 -1.1678
O -0.0906 -0.2167 -1.1745
O 1.8178 -0.7265 -0.1934
C -0.2053 3.8426 -1.2962
C -1.5130 3.7996 -2.0445
H -0.6057 6.5175 0.7767
H -1.8832 5.3163 0.6019
H -1.3927 6.2984 -0.7927
H 1.3336 5.3801 1.2997
H 3.0723 3.7122 0.7485
H 2.7849 2.2231 -1.1742
H 0.1323 2.6468 -3.5351
H 1.6342 2.0282 -5.2165
H 3.2062 0.3393 -6.0674
H 4.1044 -1.4014 -4.5394
H 3.1835 -1.5711 -2.2343
H -1.7918 2.7641 -2.2478
H -1.4594 4.3403 -2.9981
H -2.3104 4.2476 -1.4567
O -2.1196 2.5803 2.0274
C -1.1887 1.8395 1.8993
N -0.2444 1.1173 1.7900

## Properties
Total charge ... -1
2S+1 ... 5
Frontier orbital gap (spin up / spin down) ... 0.2724 / 0.2292 Ha
<S²> ... 6.025
ΔE to the lowest compared entry with this formula, charge and spin ... 86.7 kJ/mol

=====

# 3
The following is a quantum chemistry calculation of an isolated molecule of C26H24ClN3O3 in a non-equilibrium geometry, from the Open Molecules 2025 dataset.

Atoms and positions in Å:
C 3.2140 1.5949 -5.3417
H 3.9853 1.5097 -6.1060
O 3.3706 0.4607 -4.5266
C 2.5441 0.3065 -3.4425
C 1.5165 1.1926 -3.1416
C 0.6789 0.9967 -2.0608
C 0.8538 -0.1074 -1.2372
C 1.8882 -0.9889 -1.5190
C 2.7400 -0.8075 -2.6025
O 3.6750 -1.7873 -2.7384
C 4.7803 -1.6342 -3.6007
H 5.4219 -2.4902 -3.3915
H 4.4827 -1.6498 -4.6510
H 5.3277 -0.7121 -3.3938
H 2.0562 -1.8564 -0.9011
C -0.0236 -0.3254 -0.0780
C 0.4227 -0.4387 1.2062
N -0.3718 -0.5683 2.2794
C -1.6626 -0.5533 2.0903
N -2.5265 -0.6300 3.1113
H -3.4987 -0.6757 2.8389
C -2.1263 -0.7365 4.5035
C -1.1529 0.3869 4.8092
C -1.5957 1.6918 4.6177
C -0.7569 2.7664 4.8448
C 0.5423 2.5511 5.2722
C 0.9889 1.2573 5.4701
C 0.1486 0.1812 5.2403
H 0.5251 -0.8171 5.3880
H 2.0028 1.0812 5.7983
H 1.2023 3.3882 5.4467
H -1.1167 3.7729 4.6867
H -2.6080 1.8643 4.2785
C -1.5903 -2.1385 4.7869
H -1.3291 -2.2399 5.8364
H -2.3531 -2.8755 4.5447
H -0.7156 -2.3269 4.1715
H -3.0337 -0.5747 5.0990
C -2.2892 -0.4517 0.7606
O -3.5050 -0.4828 0.6093
N -1.3984 -0.3534 -0.2786
C -1.9158 -0.3647 -1.6062
C -2.8475 0.5876 -1.9918
C -3.3579 0.5616 -3.2775
C -2.9395 -0.4057 -4.1747
C -2.0157 -1.3599 -3.7817
C -1.5064 -1.3481 -2.4967
H -0.7952 -2.0963 -2.1817
H -1.6943 -2.1224 -4.4751
H -3.3376 -0.4205 -5.1783
H -4.0838 1.3022 -3.5780
H -3.1708 1.3370 -1.2866
Cl 2.1038 -0.3579 1.5720
H -0.1023 1.7126 -1.8580
H 1.3540 2.0575 -3.7638
H 3.3649 2.5216 -4.7788
H 2.2307 1.6150 -5.8226

## Properties
Total charge ... 0
Frontier orbital gap ... 0.2940 Ha
SMILES ... COc1ccc(-c2c(Cl)nc(N[C@@H](C)c3ccccc3)c(=O)n2-c2ccccc2)cc1OC

=====

# 4
The following is a quantum chemistry calculation of a cluster of 2 separate species, C26H24FSi in total in a non-equilibrium geometry, from the Open Molecules 2025 dataset.

Atoms and positions in Å:
F -5.5586 2.5028 0.4109
C -4.4227 2.2788 -0.2863
C -3.4169 3.2324 -0.3362
C -2.2721 3.0082 -1.0542
C -2.0707 1.8040 -1.7638
C -0.8547 1.6443 -2.4666
C -0.3276 0.5607 -3.2128
C 0.9608 0.7088 -3.7684
C 1.5440 -0.2947 -4.5017
C 0.8712 -1.4838 -4.7191
C -0.3906 -1.6596 -4.1859
C -0.9780 -0.6679 -3.4460
C -3.1139 0.8575 -1.7019
C -4.2504 1.0918 -0.9793
H -3.5632 4.1549 0.1965
H -1.5076 3.7648 -1.0841
H -0.2047 2.5014 -2.4142
H 1.4933 1.6303 -3.6069
H 2.5316 -0.1568 -4.9102
H 1.3227 -2.2737 -5.2976
H -0.9222 -2.5827 -4.3491
H -1.9472 -0.8718 -3.0509
H -3.0676 -0.0638 -2.2363
H -5.0327 0.3554 -0.9434
C -0.5300 -2.4441 0.8184
Si 0.4538 -0.8648 1.0646
H 0.1579 0.0517 -0.0417
C -0.0421 -0.0194 2.6403
C -0.6307 1.2290 2.6144
C -0.9986 1.8398 3.7979
C -0.7815 1.2040 5.0041
C -0.1969 -0.0464 5.0264
C 0.1757 -0.6574 3.8449
C 2.2816 -1.1920 1.0413
C 3.1447 -0.2330 0.5509
C 4.5061 -0.4689 0.5466
C 5.0053 -1.6601 1.0341
C 4.1405 -2.6166 1.5260
C 2.7792 -2.3824 1.5328
H -0.3529 -3.1488 1.6283
H -1.5927 -2.2163 0.7896
H -0.2427 -2.9160 -0.1181
H -0.8084 1.7183 1.6698
H -1.4541 2.8152 3.7778
H -1.0703 1.6815 5.9272
H -0.0281 -0.5470 5.9649
H 0.6357 -1.6330 3.8573
H 2.7511 0.6976 0.1732
H 5.1788 0.2819 0.1685
H 6.0685 -1.8414 1.0358
H 4.5252 -3.5455 1.9116
H 2.1026 -3.1272 1.9205

## Properties
Total charge ... +1
Frontier orbital gap ... 0.1933 Ha
ΔE to the lowest compared entry with this formula, charge and spin ... 0.0 kJ/mol